Formula: C3H18F9O18S3
Source: the OMol25 dataset
Level of theory: ωB97M-V/def2-TZVPD

Element x y z (Å)
C (-7.1452, -16.8668, -12.0135)
F (-6.8685, -17.5596, -10.8632)
F (-8.4672, -16.6189, -11.8815)
F (-6.4589, -15.7396, -11.9431)
S (-6.6768, -17.8366, -13.5789)
O (-5.3658, -18.4700, -13.3212)
O (-7.7498, -18.8234, -13.8254)
O (-6.6495, -16.8341, -14.6327)
C (-8.4898, -21.1939, -6.0318)
F (-7.4172, -20.5723, -5.4712)
F (-9.4973, -21.4995, -5.1714)
F (-9.1213, -20.3960, -6.8750)
S (-7.9011, -22.5973, -7.1636)
O (-7.7022, -23.7772, -6.3162)
O (-9.0163, -22.8325, -8.0795)
O (-6.7011, -22.0611, -7.8468)
C (-3.3485, -21.2288, -1.0251)
F (-4.6109, -21.6775, -1.1577)
F (-2.6922, -21.3346, -2.2214)
F (-3.3090, -19.9327, -0.5844)
S (-2.4842, -22.4609, 0.2080)
O (-3.3832, -22.7306, 1.3319)
O (-2.2287, -23.6415, -0.6430)
O (-1.1999, -21.7981, 0.6100)
O (-3.9064, -24.1991, -10.8992)
H (-4.0465, -23.8258, -11.7694)
H (-4.3867, -23.6186, -10.3089)
O (-10.2856, -27.7200, -3.9708)
H (-9.3605, -27.9511, -4.0547)
H (-10.2934, -26.9759, -3.3687)
O (-14.1300, -21.5293, -3.1589)
H (-13.6005, -22.1735, -2.6889)
H (-14.5646, -22.0325, -3.8475)
O (-7.6724, -15.7318, -6.4643)
H (-6.7208, -15.7937, -6.5462)
H (-7.9450, -16.6004, -6.1686)
O (-10.1534, -18.9423, -0.5120)
H (-10.7687, -18.3312, -0.1069)
H (-10.6071, -19.2565, -1.2941)
O (-8.1859, -23.9838, -13.2361)
H (-8.0209, -24.2002, -12.3184)
H (-7.7847, -24.7005, -13.7276)
O (-2.6357, -19.8487, -8.9852)
H (-2.8638, -19.2606, -9.7051)
H (-3.4346, -20.3502, -8.8227)
O (-5.2804, -25.8801, -2.9856)
H (-5.9970, -26.2094, -2.4432)
H (-5.7096, -25.3356, -3.6455)
O (-11.2977, -21.0548, -11.2249)
H (-11.8222, -20.4437, -10.7075)
H (-10.9494, -21.6745, -10.5839)

Forces on the atoms, in the same order (eV/Å):
C -0.335 -1.726 1.190
F 0.376 0.116 -0.867
F 0.379 0.441 -0.843
F 0.032 0.685 -0.132
S -0.030 -2.750 -1.974
O -1.426 1.298 0.530
O 0.963 1.370 1.229
O 0.132 0.699 0.722
C 0.033 -0.983 -1.353
F -1.607 -0.340 0.206
F 1.442 -0.305 0.805
F 0.294 1.745 -0.555
S 0.860 -1.991 -1.430
O 0.368 1.194 0.264
O 0.043 0.857 0.530
O -1.499 -0.285 1.511
C 1.303 -1.491 0.947
F 0.490 1.070 -0.346
F -1.069 0.714 1.161
F -0.432 -1.254 -0.844
S 2.900 -1.076 0.334
O -0.003 0.836 -0.950
O -0.789 1.489 0.600
O -2.297 -0.289 -0.715
O 0.217 -0.341 -0.095
H -0.065 0.171 -0.170
H -0.214 0.188 0.288
O -0.286 -0.284 0.056
H 0.259 0.024 -0.128
H 0.025 0.268 0.050
O -0.186 0.228 0.163
H 0.236 -0.128 0.082
H -0.034 -0.083 -0.241
O -0.156 0.356 0.095
H 0.221 -0.076 -0.098
H -0.076 -0.302 -0.004
O 0.125 -0.018 0.196
H -0.115 0.155 0.091
H -0.022 -0.137 -0.299
O -0.156 0.003 -0.246
H 0.033 0.104 0.373
H 0.122 -0.129 -0.102
O 0.381 0.039 0.092
H -0.145 0.126 -0.214
H -0.301 -0.162 0.110
O 0.152 -0.324 0.032
H -0.109 0.024 0.172
H -0.074 0.308 -0.289
O -0.315 -0.045 -0.325
H 0.011 0.178 0.139
H 0.343 -0.167 0.252

As for the HOMO energy: -2.7 eV. The value obtained for the HOMO-LUMO gap is 7.3 eV. As for the total energy: -97222.97169 eV. Its charge is -3. As for the spin multiplicity: 1.

---

Formula: CH7N2S
Source: the OMol25 dataset
Level of theory: ωB97M-V/def2-TZVPD

Element x y z (Å)
S (-0.8451, 2.5418, -2.1359)
H (-0.5008, 2.7199, -3.4199)
N (-0.6362, 0.1803, 1.3006)
C (0.5197, -0.6804, 1.1078)
N (0.5513, -1.4195, -0.1591)
H (-1.4941, -0.3488, 1.1409)
H (-0.6689, 0.8411, 0.5249)
H (0.5578, -1.4026, 1.9206)
H (1.4051, -0.0539, 1.1860)
H (1.3596, -1.1872, -0.7292)
H (-0.2484, -1.1907, -0.7368)

Forces on the atoms, in the same order (eV/Å):
S -0.021 0.014 0.032
H 0.018 -0.021 -0.015
N -0.397 -0.049 -0.673
C -0.030 0.018 -0.096
N 0.143 -0.028 -0.516
H 0.165 -0.177 0.423
H 0.252 0.197 0.215
H -0.110 0.036 0.166
H 0.139 0.047 0.079
H -0.057 -0.012 0.246
H -0.101 -0.024 0.139

As for the HOMO energy (spin up / spin down): -9.1 / -9.1 eV. The value obtained for the HOMO-LUMO gap (spin up / spin down) is 9.8 / 6.3 eV. As for the total energy: -14964.16303 eV. Its charge is 0. As for the spin multiplicity: 2.

---

Formula: C9H14S
Source: the OMol25 dataset
Level of theory: ωB97M-V/def2-TZVPD

Element x y z (Å)
C (-1.6331, 2.0099, 1.3360)
C (-1.5253, 0.5179, 1.4798)
C (-0.4989, -0.0422, 2.2463)
C (-0.4418, -1.4190, 2.3855)
C (-1.2381, -2.2853, 1.6526)
C (-2.2134, -1.7327, 0.8269)
C (-2.3459, -0.3526, 0.7789)
H (-2.3986, 2.4559, 1.9749)
H (-1.9621, 2.2366, 0.3160)
H (-0.6624, 2.5074, 1.3721)
H (0.2759, 0.6199, 2.6160)
H (0.4227, -1.8395, 2.8847)
H (-1.1879, -3.3409, 1.8807)
H (-2.8616, -2.3478, 0.2260)
H (-3.1413, 0.0650, 0.1623)
C (1.4846, -0.9468, -1.7160)
C (2.2989, 0.3373, -1.5571)
S (2.3627, 1.4621, -2.9734)
H (2.1086, -1.7637, -2.0884)
H (0.6901, -0.9071, -2.4605)
H (1.0413, -1.2450, -0.7648)
H (1.9579, 0.8541, -0.6657)
H (3.3661, 0.1359, -1.4877)
H (1.1795, 2.0865, -2.9762)

Forces on the atoms, in the same order (eV/Å):
C -0.356 0.043 -1.226
C 0.736 -0.092 0.229
C -0.568 0.117 -0.559
C 1.443 -0.131 -0.431
C -0.854 0.424 0.575
C 0.354 0.040 0.394
C -0.726 0.191 -0.387
H 0.397 0.028 0.286
H -0.178 -0.072 0.019
H -0.105 -0.017 0.662
H -0.098 -0.184 0.426
H -0.177 -0.049 0.439
H 0.147 -0.119 -0.465
H -0.131 -0.154 -0.024
H 0.168 -0.021 0.011
C 0.174 -0.517 -0.414
C -0.502 0.018 -0.220
S 0.257 0.205 -0.494
H 0.106 0.017 0.238
H -0.138 0.498 0.124
H 0.056 -0.047 -0.010
H 0.236 0.260 0.042
H -0.030 -0.202 0.470
H -0.211 -0.237 0.314

As for the HOMO energy: -9.0 eV. The value obtained for the HOMO-LUMO gap is 9.7 eV. As for the total energy: -20394.90435 eV. Its charge is 0. As for the spin multiplicity: 1.

---

Formula: C31H55Cl24FN2O3PSi
Source: the OMol25 dataset
Level of theory: ωB97M-V/def2-TZVPD

Element x y z (Å)
C (4.3217, -1.9244, -0.4643)
P (4.5362, -0.3209, -1.3910)
O (4.2283, -0.7584, -2.9707)
C (3.2398, 0.9179, -0.8146)
C (2.1942, 1.5207, -1.8123)
O (1.8008, 0.7395, -2.9651)
C (2.3161, 1.2280, -4.0713)
N (2.8908, 1.3542, -5.0628)
C (0.8615, 1.6762, -0.9515)
C (-0.1286, 2.7277, -1.4448)
C (-0.7720, 2.3691, -2.8041)
F (-1.1820, 1.0409, -2.7996)
C (1.4972, 1.8324, 0.4402)
C (0.6686, 2.1235, 1.6606)
C (-0.4761, 1.4078, 2.0568)
C (-1.1615, 1.7335, 3.2233)
C (-0.6988, 2.8253, 4.0579)
C (0.4476, 3.5461, 3.6799)
C (1.1072, 3.2009, 2.4901)
N (2.4248, 0.6486, 0.4395)
C (3.1505, 0.3331, 1.7011)
C (2.6311, -0.9443, 2.3892)
O (1.2147, -0.9936, 2.3959)
Si (0.5632, -2.5299, 2.7360)
C (-1.2889, -2.2379, 3.0407)
C (0.6567, -3.6440, 1.2047)
C (1.2474, -3.3467, 4.2913)
H (4.7084, -1.7648, 0.5520)
H (3.2701, -2.2419, -0.4278)
H (4.9639, -2.6694, -0.9449)
H (5.0401, -0.5432, -3.4469)
H (3.8699, 1.8040, -0.5386)
H (2.5465, 2.5146, -2.1303)
H (0.4408, 0.6571, -1.0648)
H (0.3230, 3.7293, -1.4808)
H (-0.9611, 2.7679, -0.7234)
H (-1.6776, 2.9797, -2.9197)
H (-0.0738, 2.5407, -3.6335)
H (2.1003, 2.7384, 0.3208)
H (-0.7854, 0.5554, 1.4468)
H (-2.0165, 1.1179, 3.5030)
H (-1.2255, 3.0211, 4.9836)
H (0.8578, 4.3447, 4.2955)
H (2.0084, 3.7518, 2.2044)
H (1.8920, -0.1881, 0.1692)
H (4.2195, 0.2379, 1.4689)
H (3.0796, 1.1519, 2.4300)
H (2.9664, -0.8881, 3.4404)
H (3.0628, -1.8754, 1.9871)
H (-1.5311, -2.1109, 4.1027)
H (-1.5565, -1.2848, 2.5455)
H (-1.9118, -3.0039, 2.5584)
H (-0.0664, -4.4553, 1.3916)
H (1.6534, -4.0824, 1.0581)
H (0.2875, -3.1121, 0.3153)
H (2.3075, -3.0826, 4.4196)
H (1.1275, -4.4353, 4.1984)
H (0.6801, -2.9978, 5.1657)
C (-3.1534, 4.7422, 1.5737)
Cl (-1.5995, 3.9438, 1.8456)
Cl (-4.4276, 3.5399, 1.3069)
H (-3.4042, 5.3324, 2.4487)
H (-3.0862, 5.3846, 0.7023)
C (-6.1009, 0.6124, 0.1108)
Cl (-7.8554, 0.8122, 0.0536)
Cl (-5.6452, -0.9791, 0.7279)
H (-5.7016, 0.7248, -0.8913)
H (-5.6862, 1.3678, 0.7658)
C (4.8618, 3.8616, -6.3370)
Cl (4.5902, 5.3690, -7.2087)
Cl (4.9443, 4.1339, -4.5843)
H (4.0440, 3.1824, -6.5425)
H (5.7980, 3.4271, -6.6679)
C (-10.4742, -1.7636, 1.2051)
Cl (-9.7638, -3.3196, 1.6495)
Cl (-11.3695, -1.0483, 2.5511)
H (-9.6762, -1.0877, 0.9214)
H (-11.1533, -1.9134, 0.3732)
C (1.1718, 1.2854, 7.5015)
Cl (0.3698, 0.0885, 8.5238)
Cl (0.3416, 1.4808, 5.9389)
H (1.1723, 2.2404, 8.0153)
H (2.1905, 0.9611, 7.3173)
C (-0.8834, -7.4744, -0.2445)
Cl (-1.2065, -5.9570, -1.0901)
Cl (-0.8985, -7.2534, 1.5096)
H (-1.6491, -8.1935, -0.5141)
H (0.0931, -7.8391, -0.5425)
C (4.2962, 5.0886, -1.1914)
Cl (4.2917, 3.8247, 0.0573)
Cl (2.6771, 5.7360, -1.4494)
H (4.9531, 5.8917, -0.8768)
H (4.6506, 4.6489, -2.1148)
C (4.7614, 3.1140, -10.6023)
Cl (4.3843, 2.4001, -9.0271)
Cl (5.7748, 4.5494, -10.4342)
H (5.2890, 2.3799, -11.2005)
H (3.8339, 3.3936, -11.0891)
C (6.4449, -2.0074, 3.0492)
Cl (6.1504, -0.3287, 3.5214)
Cl (5.2199, -3.0825, 3.7256)
H (6.4103, -2.0787, 1.9678)
H (7.4229, -2.3077, 3.4083)
C (-4.8053, -4.6987, -2.4408)
Cl (-5.2986, -3.5530, -1.1852)
Cl (-4.8552, -6.3630, -1.8496)
H (-5.4794, -4.6021, -3.2871)
H (-3.7902, -4.4683, -2.7469)
C (-5.0627, -4.7868, -6.6703)
Cl (-5.5498, -3.6326, -5.4200)
Cl (-5.0982, -6.4449, -6.0640)
H (-5.7465, -4.7029, -7.5074)
H (-4.0532, -4.5508, -6.9874)
C (-5.7852, 0.2318, 4.3691)
Cl (-6.5677, 0.0991, 5.9436)
Cl (-4.0409, 0.5116, 4.5325)
H (-5.9391, -0.6899, 3.8197)
H (-6.2216, 1.0657, 3.8294)

Forces on the atoms, in the same order (eV/Å):
C -0.750 0.858 -0.056
P 1.861 -0.504 -0.354
O -0.415 0.186 1.077
C 0.026 0.591 -0.423
C -1.358 0.656 1.041
O 0.730 1.009 -0.525
C 0.353 -1.884 0.393
N -0.349 0.726 -0.071
C 1.409 -0.865 -0.702
C -0.520 -0.476 0.238
C 0.216 0.546 0.546
F 0.154 0.117 -0.014
C -1.411 1.251 -0.340
C 0.005 0.296 1.388
C 0.792 -0.342 0.058
C 1.370 0.474 1.123
C 0.093 -1.457 -1.498
C -0.126 -0.933 -0.279
C -0.134 -0.826 -0.089
N 0.021 -0.607 -0.622
C 0.675 -0.226 0.609
C -0.006 0.114 0.806
O 0.466 -0.482 -0.277
Si -1.773 -0.489 0.056
C 0.401 0.773 -0.556
C 0.096 0.305 0.596
C 0.277 0.490 -0.440
H -0.200 -0.072 -0.261
H 0.356 -0.340 0.044
H -0.275 0.196 -0.099
H -0.179 0.060 -0.200
H -0.566 -1.276 -0.261
H -0.058 -0.376 -0.127
H -0.378 0.447 0.282
H -0.061 -0.227 -0.077
H 0.374 0.065 -0.027
H 0.340 -0.079 -0.216
H -0.299 -0.191 0.031
H 0.380 -0.456 0.272
H -0.107 0.288 0.220
H 0.318 0.470 -0.058
H -0.096 0.325 -0.372
H -0.248 -0.157 -0.093
H -0.294 -0.086 0.044
H -0.399 0.151 0.654
H -0.293 -0.065 0.056
H -0.354 0.049 -0.577
H 0.211 0.028 -0.410
H -0.045 0.355 -0.208
H -0.028 -0.207 -0.245
H -0.026 -0.321 0.192
H 0.170 0.060 0.373
H 0.371 0.144 -0.064
H -0.289 0.061 -0.264
H 0.308 -0.149 0.111
H -0.200 -0.353 0.186
H 0.156 0.272 0.080
H 0.230 -0.083 -0.227
C 0.206 0.135 -0.085
Cl -1.945 2.545 -1.916
Cl -0.103 0.117 -0.017
H -0.038 -0.125 0.033
H -0.064 -0.106 -0.043
C 0.041 -0.012 -0.046
Cl 0.009 0.116 -0.027
Cl 0.063 0.114 0.154
H -0.071 -0.076 -0.005
H -0.068 -0.077 0.053
C -0.071 0.019 -0.228
Cl -0.019 0.024 0.153
Cl 0.068 -0.059 0.125
H -0.062 0.072 0.231
H 0.053 0.103 0.112
C 0.007 0.027 -0.064
Cl 0.044 -0.003 -0.068
Cl -0.012 0.065 -0.039
H 0.025 -0.044 0.090
H -0.042 -0.066 0.086
C 0.003 -0.181 0.084
Cl 0.064 0.028 0.014
Cl 0.888 -0.701 1.206
H -0.117 -0.016 -0.040
H -0.064 -0.061 -0.048
C -0.013 -0.105 -0.057
Cl 0.048 0.031 -0.099
Cl 0.010 -0.080 0.031
H -0.069 0.096 0.059
H 0.015 0.094 0.047
C -0.002 0.243 -0.213
Cl 0.505 0.690 0.286
Cl 0.016 -0.050 -0.014
H -0.053 -0.053 0.126
H -0.039 -0.048 0.032
C 0.022 0.066 -0.153
Cl -0.087 -0.289 -0.260
Cl 0.031 -0.035 -0.151
H 0.055 -0.003 0.107
H -0.011 0.049 0.114
C 0.066 -0.092 -0.049
Cl 0.063 0.112 -0.050
Cl 0.024 -0.128 -0.033
H -0.012 0.038 0.020
H -0.062 0.035 0.107
C -0.073 -0.108 0.015
Cl 0.065 0.017 -0.168
Cl -0.008 -0.088 -0.053
H 0.089 -0.173 0.421
H 0.002 -0.016 0.088
C 0.038 -0.082 -0.132
Cl -0.050 0.307 -0.444
Cl 0.030 0.006 -0.025
H -0.072 -0.014 0.097
H 0.001 -0.002 0.107
C -0.199 -0.055 -0.026
Cl -0.019 0.010 -0.053
Cl -0.193 -0.063 0.028
H 0.088 -0.024 0.057
H 0.073 0.047 0.079

As for the HOMO energy: -11.0 eV. The value obtained for the HOMO-LUMO gap is 9.0 eV. As for the total energy: -362576.82260 eV. Its charge is +1. As for the spin multiplicity: 1.

---

Which of these has the lowest charge?
C3H18F9O18S3

---

What is the charge in the fourth record?
+1

---

Among the records above, which one has the lowest charge?
C3H18F9O18S3

---

The highest charge belongs to which entry?
C31H55Cl24FN2O3PSi